1.
A structure of composition C18H39N4OOsPSi in a non-equilibrium geometry, computed with wB97M-V/def2-TZVPD.

Geometry as XYZ:
```
65
Properties=species:S:1:pos:R:3:nbo_charge:R:1
Os 0.143 0.035 -0.807 0.761
Si 0.299 -2.171 -2.128 0.535
P 0.660 1.215 -2.914 0.969
N -1.605 0.118 -1.016 -0.571
H 0.792 1.504 -0.025 -0.314
C 0.986 3.042 -2.871 -0.941
H 1.134 3.470 -3.879 0.214
H 1.882 3.224 -2.254 0.234
H 0.132 3.534 -2.377 0.243
C 2.096 0.607 -3.911 -0.949
H 2.237 1.212 -4.825 0.219
H 1.910 -0.444 -4.187 0.244
H 3.010 0.649 -3.297 0.230
C -0.737 1.098 -4.114 -0.952
H -0.508 1.627 -5.057 0.218
H -1.638 1.535 -3.652 0.249
H -0.931 0.032 -4.315 0.255
C 2.027 -3.004 -2.307 -1.077
H 2.474 -3.210 -1.317 0.218
H 2.728 -2.342 -2.848 0.216
H 1.964 -3.959 -2.860 0.230
H -0.573 -3.290 -1.576 -0.173
H -0.203 -2.122 -3.564 -0.197
C -2.954 0.032 -1.247 0.082
C -5.221 0.865 -0.905 -0.200
C -3.847 0.966 -0.665 -0.260
C -3.470 -0.999 -2.074 -0.197
C -4.845 -1.084 -2.309 -0.221
C -5.726 -0.157 -1.727 -0.267
H -5.906 1.589 -0.450 0.205
H -3.435 1.757 -0.032 0.207
H -2.768 -1.714 -2.513 0.215
H -5.235 -1.882 -2.950 0.209
H -6.803 -0.230 -1.913 0.207
C 3.344 -0.117 -0.064 0.646
O 2.347 -0.358 -0.768 -0.587
C 3.204 0.544 1.274 -0.770
H 4.121 1.080 1.570 0.220
H 2.993 -0.216 2.049 0.266
H 2.318 1.212 1.214 0.280
C 4.712 -0.473 -0.585 -0.716
H 5.306 0.450 -0.729 0.241
H 4.631 -1.018 -1.537 0.244
H 5.259 -1.088 0.154 0.238
C -2.755 0.260 2.680 -0.423
N -1.531 0.129 3.422 -0.446
C -1.589 0.172 4.841 -0.403
C -0.239 -0.104 2.828 0.643
N -0.104 -0.048 1.414 -0.849
N 0.833 -0.312 3.920 -0.516
C 1.139 -0.060 5.412 -0.424
C 1.955 -0.930 3.622 -0.572
H -3.614 0.343 3.350 0.222
H -2.853 -0.652 2.048 0.221
H -2.682 1.184 2.064 0.208
H -1.175 -0.806 5.196 0.206
H -1.029 1.097 5.125 0.191
H -2.584 0.264 5.254 0.213
H -1.050 0.159 1.282 0.371
H 1.654 -0.953 5.886 0.218
H 1.944 0.741 5.499 0.184
H 0.424 0.213 6.162 0.220
H 1.791 -1.615 2.753 0.235
H 2.161 0.208 3.504 0.309
H 2.996 -0.814 4.045 0.282
```

Summary:
**Strongest force on any atom**: 10.4 eV/Å
**Orbital gap (spin up / spin down)**: 4.42 / 7.09 eV
**Multiplicity**: 5
**⟨S²⟩**: 6.04

2.
A structure of composition C18H40F2NNbO4 in a non-equilibrium geometry, computed with wB97M-V/def2-TZVPD.

Geometry as XYZ:
```
66
Properties=species:S:1:pos:R:3:nbo_charge:R:1
C -0.846 4.440 0.618 -0.625
C -0.297 3.490 1.667 -0.044
O 0.161 2.316 1.044 -0.572
C 1.422 1.804 1.464 -0.038
C 2.183 1.198 0.288 -0.919
Nb 1.373 -0.683 -0.652 1.966
C 3.313 -1.095 -1.743 -0.925
C 4.521 -0.148 -1.727 -0.428
C 4.293 1.110 -2.527 0.064
F 5.287 2.053 -2.247 -0.384
C 0.529 0.600 -2.414 -0.950
C -0.333 1.725 -2.089 0.929
O -1.447 1.762 -1.652 -0.687
F 0.257 2.946 -2.348 -0.382
O 0.500 -2.320 -1.382 -0.788
C -0.895 -2.376 -1.099 -0.079
C -1.713 -1.886 -2.295 -0.644
C 1.834 -1.697 1.318 -0.609
C 2.410 -3.109 1.072 -0.637
C 0.733 -1.685 2.407 -0.398
C -0.273 -2.854 2.319 -0.621
H -1.611 3.941 0.021 0.207
H -1.259 5.333 1.095 0.197
H -0.049 4.749 -0.059 0.223
H -1.092 3.241 2.390 0.139
H 0.507 3.975 2.236 0.170
H 2.004 2.633 1.897 0.148
H 1.291 1.067 2.270 0.158
H 2.245 2.009 -0.449 0.220
H 3.192 0.982 0.666 0.221
H -0.218 -0.128 0.121 -0.374
H 3.020 -1.251 -2.795 0.225
H 3.643 -2.078 -1.375 0.235
H 5.387 -0.653 -2.177 0.188
H 4.839 0.116 -0.714 0.205
H 3.336 1.581 -2.298 0.168
H 4.347 0.911 -3.602 0.151
H -0.103 -0.095 -2.966 0.253
H 1.348 0.896 -3.067 0.238
H -1.095 -1.742 -0.247 0.207
H -1.221 -3.387 -0.815 0.155
H -2.680 -2.392 -2.346 0.195
H -1.859 -0.808 -2.210 0.215
H -1.163 -2.088 -3.216 0.218
H 2.647 -1.079 1.721 0.219
H 2.097 -3.809 1.855 0.200
H 3.502 -3.092 1.103 0.208
H 2.110 -3.547 0.116 0.223
H 1.204 -1.707 3.400 0.180
H 0.169 -0.756 2.360 0.209
H -0.252 -3.487 3.207 0.202
H -1.297 -2.473 2.238 0.186
H -0.110 -3.476 1.439 0.213
C -2.971 1.389 0.283 -0.778
C -3.594 0.040 0.276 0.739
O -3.112 -0.975 -0.053 -0.440
N -5.119 -0.027 0.671 -0.592
C -5.365 -1.100 1.690 -0.419
H -1.894 1.256 0.443 0.347
H -3.105 1.835 -0.707 0.321
H -3.397 2.050 1.039 0.214
H -5.480 0.877 0.971 0.432
H -5.599 -0.288 -0.192 0.437
H -4.741 -0.905 2.557 0.237
H -5.101 -2.049 1.235 0.251
H -6.416 -1.081 1.964 0.227
```

Summary:
**Strongest force on any atom**: 3.0 eV/Å
**Orbital gap**: 5.70 eV